# 1
DFT (ωB97M-V/def2-TZVPD) results for 2 unconnected molecules or ions with the total composition C10H17N2O4 in a non-equilibrium geometry.

The total energy comes out at -801.4731 a.u. As for the HOMO energy: -1.061 eV. For the energy above the lowest of the compared OMol25 structures with the same formula, charge and spin, the calculation gives 103.5 kcal per mole. Its molecular weight is 229.26 Da. The value obtained for the gap between HOMO and LUMO is 2.79 eV.

Structure (ORCA input):
```
! RIJCOSX wB97M-V def2-TZVPD def2/J DEFGRID3
* xyz -1 1
C -2.611 -2.225 -3.330
C -1.237 -2.821 -3.612
O -0.226 -2.340 -2.768
C -0.402 -2.694 -1.413
C 0.942 -2.705 -0.734
O 1.633 -1.479 -0.816
C 1.014 -0.385 -0.273
C 1.090 0.838 -0.974
C 0.442 1.932 -0.398
N -0.203 1.952 0.736
N -0.208 0.741 1.403
C 0.365 -0.415 0.917
H -3.153 -2.820 -2.599
H -2.507 -1.227 -2.919
H -3.209 -2.194 -4.233
H -0.936 -2.575 -4.625
H -1.281 -3.913 -3.549
H -1.088 -2.007 -0.920
H -0.818 -3.704 -1.336
H 1.576 -3.429 -1.237
H 0.829 -3.030 0.302
H 1.612 0.933 -1.907
H 0.468 2.880 -0.912
H -0.644 0.756 2.302
H 0.277 -1.303 1.517
O 1.593 5.002 2.626
C 0.737 4.218 3.161
C 1.343 3.588 4.699
O 0.486 2.770 5.179
H 0.508 3.285 2.632
H -0.234 4.662 3.475
H 1.529 4.536 5.246
H 2.315 3.174 4.359
*
```

# 2
DFT (ωB97M-V/def2-TZVPD) results for 2 unconnected molecules or ions with the total composition C10H17N4O in a non-equilibrium geometry.

The total energy comes out at -685.2387 a.u. As for the HOMO energy: -11.664 eV. For the energy above the lowest of the compared OMol25 structures with the same formula, charge and spin, the calculation gives 0.0 kcal per mole. Its molecular weight is 209.27 Da. The value obtained for the gap between HOMO and LUMO is 8.50 eV.

Structure (ORCA input):
```
! RIJCOSX wB97M-V def2-TZVPD def2/J DEFGRID3
* xyz 1 1
C 1.782 0.386 -1.309
C 1.118 -0.218 0.895
C 3.038 0.708 -0.857
C 2.381 0.013 1.361
C 0.768 -0.125 -0.466
C 3.382 0.605 0.561
C -2.861 -0.407 -1.522
C -1.603 0.506 -1.336
C -2.578 -1.674 -0.812
C -1.063 -1.679 -0.800
N -0.582 -0.401 -0.932
N 4.545 1.104 1.069
N -3.038 -1.827 0.584
N -1.631 2.386 1.503
O -0.294 -2.637 -0.319
H 1.710 0.587 -2.313
H 0.452 -0.692 1.661
H 3.846 1.075 -1.359
H 2.807 -0.076 2.385
H -3.731 0.158 -1.243
H -2.913 -0.703 -2.610
H -1.416 0.916 -2.332
H -1.730 1.031 -0.309
H -2.954 -2.497 -1.396
H 5.397 1.176 0.390
H 4.862 0.882 2.064
H -2.989 -2.723 0.913
H -2.530 -1.332 1.299
H -0.712 2.332 1.930
H -2.208 2.002 2.239
H -1.896 3.336 1.332
H 0.640 -2.214 -0.272
*
```

# 3
DFT (ωB97M-V/def2-TZVPD) results for a single C10H17NOSi molecule in a non-equilibrium geometry.

Its structure (SMILES) is C#CN1OC(C)=C([Si](C)(C)C)[C@H]1C. The total energy comes out at -810.5377 a.u. As for the HOMO energy: -8.248 eV. For the energy above the lowest of the compared OMol25 structures with the same formula, charge and spin, the calculation gives 108.3 kcal per mole. Its molecular weight is 195.34 Da. The value obtained for the gap between HOMO and LUMO is 8.63 eV.

Structure (ORCA input):
```
! RIJCOSX wB97M-V def2-TZVPD def2/J DEFGRID3
* xyz 0 1
C -0.099 -2.333 -4.248
C -0.087 -1.517 -3.389
C 0.298 -0.189 -0.330
C 1.532 -0.274 -0.803
C -0.677 -0.272 -1.436
C 2.770 -0.166 0.098
C -1.358 1.058 -1.725
C 0.156 -1.218 2.519
C -2.162 0.561 1.455
C 0.408 1.875 2.186
N 0.120 -0.494 -2.609
O 1.668 -0.594 -2.074
Si -0.359 0.235 1.398
H -0.076 -3.163 -4.855
H -1.496 -1.112 -1.152
H 2.478 0.137 1.046
H 3.391 0.535 -0.379
H 3.147 -1.137 0.073
H -2.360 0.901 -2.019
H -0.795 1.472 -2.547
H -1.320 1.571 -0.802
H 0.084 -2.218 1.931
H 1.302 -0.986 2.645
H -0.393 -1.186 3.477
H -2.645 -0.197 0.886
H -2.408 0.530 2.553
H -2.497 1.465 0.943
H -0.386 2.567 2.157
H 0.527 1.762 3.315
H 1.235 2.387 1.683
*
```

# 4
DFT (ωB97M-V/def2-TZVPD) results for 2 unconnected molecules or ions with the total composition C10H17OP in a non-equilibrium geometry.

The total energy comes out at -807.7088 a.u. As for the HOMO energy: -8.660 eV. For the energy above the lowest of the compared OMol25 structures with the same formula, charge and spin, the calculation gives 39.9 kcal per mole. Its molecular weight is 184.22 Da. The value obtained for the gap between HOMO and LUMO is 8.88 eV.

Structure (ORCA input):
```
! RIJCOSX wB97M-V def2-TZVPD def2/J DEFGRID3
* xyz 0 1
C 3.301 0.403 -0.908
C 2.784 -0.793 -1.203
C 1.420 0.927 0.624
C 1.021 -0.309 0.573
C 2.617 1.491 -0.068
C 1.490 -1.258 -0.475
C 0.723 2.029 1.419
C 1.920 -2.601 0.252
C -5.468 0.196 0.109
C -2.634 0.540 -1.052
O -3.294 -1.632 0.524
P -3.683 -0.443 -0.294
H 4.141 0.786 -1.537
H 3.335 -1.505 -1.798
H 3.272 1.939 0.671
H 2.381 2.347 -0.641
H 0.691 -1.521 -1.116
H -0.079 2.448 0.806
H 1.418 2.637 1.929
H 0.306 1.456 2.383
H 1.751 -2.574 1.267
H 2.992 -2.684 0.092
H 1.494 -3.427 -0.323
H -5.563 1.227 0.400
H -6.086 0.011 -0.811
H -5.805 -0.641 0.824
H 0.312 -0.773 1.235
H -3.144 1.492 -1.445
H -1.611 0.230 -1.439
*
```

# 5
DFT (ωB97M-V/def2-TZVPD) results for a molecular structure, C10H18BF12MgN2O11S4 in a non-equilibrium geometry.

The total energy comes out at -4345.0852 a.u. As for the HOMO energy: -6.410 eV. For the energy above the lowest of the compared OMol25 structures with the same formula, charge and spin, the calculation gives 0.0 kcal per mole. Its molecular weight is 733.62 Da. The value obtained for the gap between HOMO and LUMO is 8.52 eV.

Structure (ORCA input):
```
! RIJCOSX wB97M-V def2-TZVPD def2/J DEFGRID3
* xyz -1 1
Mg -0.741 -0.282 -0.609
C 1.135 -4.009 0.643
F 0.316 -4.851 1.226
F 1.611 -3.168 1.550
F 2.115 -4.657 0.078
S 0.234 -2.983 -0.669
O 1.303 -2.117 -1.125
O -0.306 -3.880 -1.664
N -0.971 -2.007 0.104
S -2.221 -2.879 0.563
O -3.507 -2.238 0.390
O -2.244 -4.282 0.248
C -2.121 -2.751 2.467
F -2.393 -1.503 2.866
F -2.995 -3.565 3.018
F -0.893 -3.039 2.910
C -1.658 3.058 -2.168
F -1.964 2.276 -3.173
F -1.638 4.300 -2.618
F -2.529 2.901 -1.196
S 0.087 2.575 -1.489
O 1.076 3.371 -2.163
O 0.059 2.782 -0.055
N 0.183 0.876 -1.740
S 0.858 0.701 -3.212
O 0.695 -0.650 -3.675
O 0.461 1.669 -4.193
C 2.740 0.886 -2.898
F 3.241 -0.328 -2.598
F 3.318 1.377 -3.995
F 3.009 1.679 -1.834
B -2.234 -0.791 -2.328
H -2.151 0.151 -1.702
H -2.256 -0.461 -3.437
H -1.262 -1.377 -2.233
H -3.147 -1.449 -2.066
C -3.562 0.759 0.636
O -2.130 0.646 0.654
C -1.603 1.192 1.864
C -0.193 0.629 2.064
O 0.507 0.311 0.862
C 1.880 0.076 1.162
C 2.659 1.356 1.426
O 3.979 0.949 1.753
C 4.695 1.997 2.343
H -3.928 0.335 -0.297
H -3.888 1.801 0.643
H -3.915 0.170 1.481
H -2.264 1.019 2.713
H -1.511 2.278 1.775
H -0.216 -0.268 2.690
H 0.320 1.428 2.604
H 2.330 -0.336 0.259
H 2.029 -0.632 1.976
H 2.230 1.936 2.251
H 2.642 2.046 0.580
H 4.324 2.295 3.327
H 4.641 2.901 1.712
H 5.763 1.781 2.299
*
```

# 6
DFT (ωB97M-V/def2-TZVPD) results for a molecular structure, C10H18Br12N2O7P2 in a non-equilibrium geometry.

The total energy comes out at -32598.8770 a.u. As for the HOMO energy: -8.524 eV. Its molecular weight is 1299.06 Da. The value obtained for the gap between HOMO and LUMO is 8.20 eV.

Structure (ORCA input):
```
! RIJCOSX wB97M-V def2-TZVPD def2/J DEFGRID3
* xyz 0 1
C 1.036 -1.225 -0.407
C 0.126 -0.113 0.316
O 0.550 0.375 1.383
N -1.116 0.275 -0.369
C -0.801 1.616 -0.988
C -2.275 0.385 0.554
C -2.880 -1.004 1.065
P -2.326 -2.547 0.144
O -3.471 -3.572 0.294
O -0.988 -3.248 0.954
O -2.089 -2.346 -1.514
O -3.279 1.279 -0.027
C -4.019 0.616 -1.043
O -3.562 0.230 -2.126
P -5.871 0.360 -0.751
N -6.263 -1.276 -1.282
O -6.109 0.400 0.942
H 1.235 -2.109 0.292
H 0.553 -1.584 -1.383
H 2.065 -0.801 -0.680
H -1.023 2.489 -0.299
H 0.319 1.642 -1.204
H -1.326 1.757 -1.991
H -1.906 0.946 1.487
H -2.528 -1.135 2.150
H -4.017 -1.039 1.107
H -0.623 -2.581 1.585
H -1.509 -3.079 -1.831
H -7.259 -1.219 -1.561
H -5.691 -1.438 -2.128
H -6.948 -0.049 1.168
C 1.570 -5.181 -0.764
Br 2.997 -4.243 -1.683
Br -0.002 -5.372 -1.882
Br 2.162 -6.886 -0.061
H 1.281 -4.567 0.087
C 4.690 1.373 0.750
Br 4.486 -0.209 -0.351
Br 3.435 2.763 0.248
Br 4.588 0.954 2.640
H 5.688 1.764 0.564
C 4.935 3.571 -3.863
Br 4.480 5.435 -3.587
Br 6.086 2.896 -2.458
Br 3.355 2.469 -4.089
H 5.498 3.514 -4.791
C 3.300 4.031 5.148
Br 1.994 3.621 3.776
Br 3.646 2.503 6.290
Br 4.934 4.752 4.393
H 2.869 4.807 5.776
*
```